95
Properties=species:S:1:pos:R:3:lowdin_charge:R:1 method="wB97M-V/def2-TZVPD" e_lumo_ev=2.33 gap_ev=6.65 spin_multiplicity=1 charge=-1 de_lowest_ev=0.3838 e_homo_ev=-4.32
Ba 0.646 -0.481 -0.707 1.490
C 0.908 1.428 2.717 -0.052
O 0.723 1.955 1.411 -0.137
C 0.868 3.286 1.240 -0.226
C 1.300 4.169 2.221 -0.008
C 1.465 5.517 1.921 -0.087
C 1.227 5.991 0.642 -0.094
C 0.802 5.108 -0.341 -0.039
C 0.577 3.778 -0.039 -0.201
N 0.256 2.853 -1.085 0.079
N -0.775 2.166 -1.031 0.022
C -1.777 2.355 -0.033 -0.168
C -2.094 1.207 0.714 -0.407
O -1.478 0.087 0.556 -0.371
C -3.118 1.358 1.711 0.000
C -3.788 2.526 1.878 -0.040
C -3.532 3.656 1.053 -0.178
C -4.281 4.845 1.173 -0.056
C -4.076 5.905 0.332 -0.109
C -3.109 5.793 -0.687 -0.094
C -2.355 4.661 -0.820 -0.043
C -2.517 3.562 0.065 -0.105
H 1.934 1.583 3.059 0.103
H 0.732 0.360 2.634 0.061
H 0.198 1.881 3.414 0.105
H 1.516 3.812 3.218 0.104
H 1.800 6.191 2.700 0.099
H 1.376 7.037 0.406 0.096
H 0.629 5.446 -1.356 0.113
H -3.331 0.492 2.327 0.106
H -4.555 2.612 2.641 0.106
H -5.039 4.897 1.948 0.105
H -4.658 6.811 0.434 0.090
H -2.966 6.613 -1.381 0.096
H -1.638 4.588 -1.626 0.097
S 5.070 -0.756 2.281 0.948
C 4.043 -1.929 2.973 -0.465
C 2.840 -1.978 2.331 -0.269
C 2.664 -1.060 1.239 -0.298
C 3.823 -0.332 1.105 -0.557
C 4.119 0.729 0.137 -0.310
C 5.366 1.370 0.089 -0.053
C 5.595 2.366 -0.836 -0.078
C 4.583 2.723 -1.717 -0.079
C 3.383 2.047 -1.615 -0.170
N 3.148 1.086 -0.722 0.022
H 4.376 -2.529 3.807 0.048
H 2.075 -2.682 2.643 0.064
H 6.150 1.084 0.778 0.073
H 6.558 2.860 -0.871 0.101
H 4.716 3.494 -2.464 0.098
H 2.557 2.288 -2.275 0.099
C -1.074 -5.838 -1.245 -0.160
C -1.287 -5.421 0.210 -0.598
C -0.147 -5.925 1.092 -0.164
Sb -1.359 -3.262 0.301 1.462
C -2.094 -2.941 2.327 -0.569
C -0.956 -2.476 3.229 -0.164
C -2.856 -4.109 2.943 -0.148
C -3.260 -2.874 -0.686 -0.565
C -4.250 -4.032 -0.672 -0.148
C -3.025 -2.345 -2.099 -0.166
H -0.985 -6.927 -1.327 0.073
H -0.157 -5.396 -1.646 0.058
H -1.893 -5.519 -1.892 0.052
H -2.240 -5.812 0.579 0.075
H 0.810 -5.517 0.756 0.075
H -0.073 -7.017 1.048 0.072
H -0.275 -5.641 2.139 0.048
H -2.779 -2.102 2.173 0.063
H -0.217 -3.267 3.379 0.062
H -1.335 -2.191 4.218 0.075
H -0.439 -1.615 2.802 0.039
H -2.221 -4.992 3.046 0.058
H -3.724 -4.397 2.349 0.050
H -3.213 -3.850 3.947 0.072
H -3.658 -2.059 -0.074 0.074
H -3.876 -4.892 -1.232 0.058
H -5.194 -3.729 -1.139 0.072
H -4.477 -4.371 0.340 0.049
H -2.499 -3.068 -2.727 0.058
H -2.422 -1.436 -2.090 0.049
H -3.979 -2.107 -2.583 0.073
S 0.819 -2.562 -3.035 0.314
C 1.871 -1.492 -3.943 -0.791
C 3.076 -1.018 -3.401 -0.174
C 3.898 -0.147 -4.104 -0.121
C 3.552 0.276 -5.379 -0.126
C 2.369 -0.194 -5.941 -0.118
C 1.544 -1.060 -5.239 -0.144
H 3.382 -1.363 -2.418 0.085
H 4.817 0.200 -3.645 0.096
H 4.192 0.954 -5.930 0.086
H 2.082 0.120 -6.938 0.090
H 0.621 -1.412 -5.683 0.087


28
Properties=species:S:1:pos:R:3:nbo_charge:R:1 method="wB97M-V/def2-TZVPD" e_lumo_ev=0.83 gap_ev=9.31 spin_multiplicity=1 de_lowest_ev=0.0000 e_homo_ev=-8.47
N -0.356 0.111 -2.120 -0.568
N -2.219 -0.169 -3.473 -0.561
S -0.268 1.387 0.194 0.269
C -0.965 -0.310 -3.171 0.571
C -1.070 0.797 -1.240 0.120
C -2.918 0.527 -2.607 0.430
C -2.388 1.078 -1.457 -0.412
C 2.465 -0.549 4.379 -0.214
C 3.186 0.265 3.519 -0.212
C 1.253 -1.136 3.964 -0.204
C 2.704 0.528 2.246 -0.193
C 0.839 -0.918 2.614 -0.191
C 1.511 -0.024 1.786 -0.054
N -0.141 -0.845 -4.091 -0.778
N -4.259 0.556 -2.870 -0.811
C 1.083 0.167 0.365 -0.521
H -2.998 1.652 -0.727 0.235
H 2.846 -0.767 5.367 0.212
H 4.122 0.692 3.817 0.213
H 0.692 -1.828 4.612 0.218
H 3.252 1.229 1.653 0.208
H -0.067 -1.420 2.313 0.211
H -0.566 -0.644 -4.996 0.382
H 0.804 -0.480 -3.979 0.391
H -4.826 0.212 -2.099 0.393
H -4.403 0.191 -3.814 0.397
H 1.946 0.475 -0.205 0.226
H 0.741 -0.777 0.019 0.242


86
Properties=species:S:1:pos:R:3:lowdin_charge:R:1 method="wB97M-V/def2-TZVPD" e_lumo_ev="-3.25 / -3.27" gap_ev="6.65 / 6.62" spin_multiplicity=1 charge=+1 e_homo_ev="-9.90 / -9.88"
W 0.514 -0.045 0.243 1.604
C 4.160 1.020 2.628 -0.148
Si 2.978 -0.419 2.392 0.499
C 1.699 -0.247 3.747 -0.146
C 3.719 -2.128 2.623 -0.152
N 2.400 -0.306 0.653 -0.228
C 3.426 -0.258 -0.317 -0.312
C 4.795 -0.482 -0.133 -0.034
C 5.675 -0.399 -1.203 -0.054
C 5.242 -0.094 -2.485 -0.063
C 3.891 0.130 -2.708 0.001
C 3.068 0.037 -1.619 -0.247
F 1.701 0.226 -1.773 -0.071
H 4.848 0.791 3.447 0.048
H 3.580 1.895 2.931 0.033
H 4.752 1.304 1.761 0.029
H 2.241 0.131 4.620 0.055
H 1.265 -1.207 4.021 0.033
H 0.905 0.465 3.537 0.014
H 3.862 -2.296 3.693 0.043
H 4.667 -2.329 2.131 0.025
H 2.996 -2.872 2.276 0.033
H 5.191 -0.714 0.841 0.084
H 6.727 -0.575 -1.023 0.116
H 5.943 -0.034 -3.305 0.114
H 3.492 0.365 -3.685 0.127
O -3.315 -4.381 -2.612 0.121
C -2.559 -3.444 -2.036 -0.297
C -3.061 -2.257 -1.501 0.030
C -2.185 -1.370 -0.923 -0.116
N -0.854 -1.570 -0.844 -0.089
C -0.399 -2.716 -1.368 -0.687
Br 1.455 -3.016 -1.266 0.930
C -1.188 -3.670 -1.967 -0.020
H -4.251 -4.152 -2.578 0.131
H -4.119 -2.032 -1.520 0.129
H -2.549 -0.453 -0.482 0.117
H -0.762 -4.578 -2.367 0.127
N -3.421 2.008 -9.483 0.184
C -3.107 2.008 -8.379 -0.170
C -2.717 2.001 -6.998 -0.214
C -2.283 3.178 -6.391 0.003
C -1.897 3.167 -5.063 0.012
C -1.964 1.980 -4.347 -0.183
C -2.408 0.806 -4.938 0.003
C -2.778 0.815 -6.271 -0.002
N -1.566 1.962 -2.979 0.001
C -1.881 2.894 -2.011 0.001
C -1.266 2.487 -0.876 -0.059
N -0.590 1.303 -1.123 -0.071
C -0.802 1.026 -2.403 -0.131
H -2.237 4.093 -6.965 0.132
H -1.532 4.069 -4.590 0.126
H -2.481 -0.104 -4.356 0.114
H -3.126 -0.089 -6.750 0.129
H -2.513 3.739 -2.220 0.136
H -1.264 2.947 0.095 0.111
H -0.405 0.184 -2.943 0.144
O 0.329 -1.643 1.712 -0.125
C -0.832 -1.266 2.024 -0.563
O -1.203 -0.185 1.443 -0.150
C -1.703 -1.998 2.945 -0.120
C -2.972 -1.504 3.239 0.018
C -3.796 -2.200 4.103 0.026
C -3.326 -3.381 4.651 -0.121
C -2.067 -3.889 4.379 0.030
C -1.248 -3.185 3.516 0.021
N -4.208 -4.134 5.566 -0.348
O -3.777 -5.170 6.026 0.097
O -5.308 -3.671 5.784 0.095
H -3.301 -0.575 2.795 0.126
H -4.784 -1.849 4.360 0.126
H -1.753 -4.812 4.841 0.128
H -0.258 -3.547 3.277 0.128
N 1.251 6.815 3.339 0.165
C 1.130 5.758 2.904 -0.183
C 0.973 4.440 2.362 -0.234
C 1.812 3.995 1.342 -0.026
C 1.634 2.729 0.814 -0.123
C 0.646 1.846 1.280 -0.296
C -0.175 2.326 2.306 -0.134
C -0.025 3.597 2.841 -0.020
H 2.591 4.645 0.966 0.124
H 2.300 2.424 0.010 0.096
H -0.967 1.703 2.703 0.096
H -0.677 3.938 3.634 0.123


14
Properties=species:S:1:pos:R:3:nbo_charge:R:1 method="wB97M-V/def2-TZVPD" e_lumo_ev=0.99 gap_ev=9.25 spin_multiplicity=1 de_lowest_ev=4.4188 e_homo_ev=-8.26
C -0.889 -0.229 -1.270 -0.417
C -0.082 -0.958 -0.240 -0.271
C 1.333 -0.449 -0.060 -0.069
O 1.219 0.985 0.088 -0.510
C 0.000 1.264 0.635 -0.016
C -0.954 0.210 0.172 -0.279
H -0.371 0.389 -1.999 0.221
H -1.771 -0.737 -1.654 0.224
H -0.317 -1.980 0.046 0.228
H 1.999 -0.637 -0.909 0.194
H 1.782 -0.852 0.858 0.182
H -0.095 1.940 1.501 0.264
H 0.018 0.961 2.105 0.014
H -1.873 0.092 0.728 0.235


10
Properties=species:S:1:pos:R:3:nbo_charge:R:1 method="wB97M-V/def2-TZVPD" e_lumo_ev=0.18 gap_ev=10.22 spin_multiplicity=1 de_lowest_ev=2.8505 e_homo_ev=-10.04
N -0.568 1.329 -0.592 -0.638
C -0.480 0.210 -0.044 0.492
O 0.542 -0.752 -0.131 -0.509
C 1.804 -0.311 0.054 0.650
O 2.123 0.836 0.195 -0.561
C -1.723 -0.434 0.500 0.330
O -2.012 -1.059 -0.495 -0.463
H 0.333 1.690 -0.872 0.380
H 2.485 -1.172 0.080 0.137
H -2.503 -0.336 1.305 0.182


47
Properties=species:S:1:pos:R:3:nbo_charge:R:1 method="wB97M-V/def2-TZVPD" e_lumo_ev="-0.39 / -0.39" gap_ev="4.56 / 4.56" spin_multiplicity=1 de_lowest_ev=5.2304 e_homo_ev="-4.95 / -4.95"
C -0.820 2.326 -2.755 -0.258
C -0.504 1.825 -1.496 0.288
N 0.292 0.730 -1.324 -0.561
C 0.767 0.123 -2.455 0.243
C 0.496 0.607 -3.728 -0.250
C -0.316 1.719 -3.899 -0.122
C -1.111 2.644 -0.351 -0.745
P -1.029 2.072 1.359 1.020
Y 0.730 -0.317 0.924 1.320
P 1.851 -2.048 -0.870 0.747
C 1.666 -1.102 -2.439 -0.726
O -4.497 -1.324 1.114 -1.093
O -0.520 -1.769 2.158 -1.004
H -1.478 3.197 -2.809 0.227
H 0.933 0.084 -4.575 0.225
H -0.558 2.102 -4.889 0.230
C -0.838 3.482 2.469 -0.973
C -2.651 1.324 1.686 -0.977
H 1.301 -1.823 -3.190 0.255
H 2.684 -0.805 -2.751 0.250
H -2.131 2.759 -0.540 0.264
H -0.634 3.644 -0.347 0.247
C 3.602 -2.536 -0.924 -0.926
C 0.939 -3.590 -1.236 -0.921
H -3.281 -2.992 -0.402 -0.760
H -1.446 -1.896 2.421 0.541
H -5.402 -1.583 1.084 0.460
H -3.953 -1.944 0.526 0.482
H 0.311 1.554 1.700 -0.238
H 0.042 -1.480 3.016 0.526
H -1.701 3.549 3.143 0.251
H 0.073 3.287 3.056 0.263
H -0.717 4.415 1.906 0.239
H -3.042 1.683 2.654 0.227
H -3.388 1.616 0.912 0.245
H -2.654 0.223 1.701 0.270
H 1.595 -4.447 -1.024 0.238
H 0.055 -3.637 -0.578 0.278
H 0.602 -3.599 -2.284 0.242
H 3.674 -3.630 -1.000 0.246
H 4.112 -2.061 -1.773 0.239
H 4.079 -2.202 0.009 0.251
O 3.057 1.172 3.834 -0.732
Cl 2.634 -0.034 3.213 2.501
O 2.853 0.037 1.717 -0.881
O 3.219 -1.214 3.751 -0.747
O 1.106 -0.143 3.284 -0.903